30
Properties=species:S:1:pos:R:3:forces:R:3:nbo_charge:R:1 method="wB97M-V/def2-TZVPD" gap_ev="8.17 / 5.21" charge=+2 e_tot_ha=-4732.08153 s2=0.76 lumo_ha="-0.259 / -0.368" multiplicity=2
H 9.02286 10.39866 -14.42094 -0.1 -0.2 0.1 0.4584
K 9.33715 7.66190 -18.64453 -0.3 -0.1 0.1 0.9985
O 8.88570 8.48569 -13.78858 0.2 -2.3 -0.6 -0.8630
O 7.83013 9.78980 -11.10828 0.0 -0.4 0.0 -0.9328
H 8.72710 9.86744 -11.43330 0.2 0.2 0.0 0.4510
F 8.99038 -2.44254 -14.92680 -0.1 2.3 0.3 -0.4548
O 10.62853 1.43518 -14.43161 0.3 -0.9 1.8 -0.8354
F 10.29347 7.96944 -12.02667 0.2 -0.4 0.1 -0.5599
O 8.16658 -0.58602 -13.54841 1.4 0.6 -1.9 -0.7563
F 10.23772 1.83740 -16.59176 -0.6 -0.4 -1.0 -0.4790
O 8.09093 5.21329 -14.44715 2.2 3.1 -0.2 -0.7853
K 11.80101 4.83440 -11.99672 0.0 -0.8 0.8 0.9913
S 9.57067 1.18202 -15.33650 -0.5 9.3 -1.7 2.3733
H 7.61379 10.66596 -10.78925 -0.2 0.3 0.1 0.4828
O 8.36958 2.02191 -15.15402 1.8 -3.2 -0.4 -0.7290
H 12.23344 4.75684 -14.62003 -0.4 -0.5 -0.5 0.4458
K 12.65023 7.81442 -13.88291 0.1 0.4 -0.2 0.9878
O 8.16924 6.76720 -12.05576 2.7 0.8 -3.0 -0.7500
H 9.30616 11.83903 -14.79103 0.1 0.4 -0.1 0.4626
S 9.40335 5.81447 -14.73286 -3.9 -7.6 -6.6 2.3878
O 10.54303 -1.28448 -13.60503 -1.8 1.9 -2.1 -0.7422
O 12.90037 4.92630 -15.28541 0.6 0.8 0.7 -0.9340
O 9.58027 6.50601 -16.01848 0.4 -0.3 2.0 -0.9683
N 10.27389 6.21680 -13.55465 -0.5 2.4 0.8 -1.2520
O 8.62139 11.26729 -14.44400 0.0 0.0 -0.1 -0.9207
H 12.40498 5.05639 -16.09405 -0.2 -0.2 -0.3 0.4916
F 10.13805 4.37883 -14.96597 1.0 0.8 -0.4 -0.5324
S 9.14732 7.29569 -13.01244 -2.0 3.7 7.3 2.3396
S 9.31586 -0.95798 -14.33743 0.0 -8.1 3.6 2.3055
N 9.47153 -0.27176 -15.85864 -0.6 -1.5 1.6 -0.6809